The following is a quantum chemistry calculation of a cluster of 3 separate species, C4H10N3O2S in total at a distorted geometry, from OMol25.

For the total energy, the calculation gives -23693.2186 eV. Its net charge is +1. For the HOMO-LUMO gap (spin up / spin down), the calculation gives 0.237 / 0.199 Ha. As for the expectation value of S²: 2.03. As for the highest occupied orbital energy (spin up / spin down): -10.3 / -14.7 eV. The spin multiplicity is 3. Its energy relative to the best compared isomer or geometry (same formula, charge and spin) is 402.4 kJ/mol.

Positions of all 20 atoms, in Å:
C: 1.55 0.40 0.86
H: 0.58 -0.80 -1.82
H: 2.20 0.68 1.53
H: -2.27 1.62 1.66
C: 3.23 -0.51 -0.30
O: -3.04 0.40 -0.97
N: 0.72 -0.36 -0.92
H: -2.32 0.06 -2.75
H: -1.69 0.07 2.23
H: -3.59 0.29 1.81
H: 3.68 -0.03 0.60
H: -1.45 0.27 -2.76
N: 1.86 -0.16 -0.25
C: -0.26 0.17 -0.26
O: -2.05 -1.47 0.12
H: 3.87 -0.15 -1.21
H: 3.46 -1.64 -0.24
C: -2.51 0.58 1.73
S: -2.17 -0.03 0.03
N: 0.19 0.60 0.89

=====

The following is a quantum chemistry calculation of the ion C4H10N3O3 with charge +1, from OMol25.

For the total energy, the calculation gives -14915.2368 eV. Its net charge is +1. The SMILES is N[C@@H]1CN(O)C(=O)[C@]1([NH3+])O. For the HOMO-LUMO gap, the calculation gives 0.375 Ha. As for the highest occupied orbital energy: -13.5 eV. Its energy relative to the best compared isomer or geometry (same formula, charge and spin) is 99.9 kJ/mol.

Positions of all 20 atoms, in Å:
C: 0.00 0.47 -0.59
H: -0.43 -2.22 0.21
C: 0.96 -0.50 0.14
O: -2.04 -0.76 2.17
H: 1.51 0.06 0.91
O: -0.40 -0.04 -1.80
H: -1.29 0.25 -2.04
O: -1.81 1.65 0.50
N: -1.17 -0.48 1.14
H: -0.28 2.51 -0.54
N: 0.53 1.89 -0.82
C: -0.09 -1.40 0.86
H: -2.65 -0.01 2.26
H: 1.35 2.11 -0.25
H: 1.45 -1.57 -1.52
H: 2.55 -1.70 -0.30
H: 0.28 -1.82 1.80
C: -1.15 0.63 0.43
H: 0.76 2.02 -1.81
N: 1.90 -1.08 -0.76

=====

The following is a quantum chemistry calculation of the molecule C4H10N3OPS2 at a distorted geometry, from OMol25.

For the total energy, the calculation gives -41786.0532 eV. Its net charge is 0. The SMILES is NSP(=O)(SN)N1C=CCC1. For the HOMO-LUMO gap, the calculation gives 0.301 Ha. As for the highest occupied orbital energy: -7.9 eV. Its energy relative to the best compared isomer or geometry (same formula, charge and spin) is 0.0 kJ/mol.

Positions of all 21 atoms, in Å:
S: 1.40 -2.50 0.62
N: -1.01 -2.53 -1.45
H: 0.64 1.92 -2.34
H: -1.10 -2.18 -2.31
S: -1.71 -2.17 -0.03
H: 0.86 -3.51 2.66
N: 0.55 0.45 0.54
H: 2.02 0.01 -1.13
O: -0.66 -1.20 2.52
H: -1.59 2.10 -0.85
N: 1.61 -3.02 2.22
C: 0.41 1.59 -1.34
C: -0.35 1.50 0.86
C: -0.60 2.26 -0.45
P: -0.14 -1.23 1.10
H: -0.37 -3.31 -1.38
H: -0.48 3.31 -0.38
H: -1.28 1.16 1.47
C: 1.06 0.56 -0.78
H: 0.25 2.07 1.53
H: 2.43 -3.61 2.33

=====

The following is a quantum chemistry calculation of the molecule C4H10N4, from OMol25.

For the total energy, the calculation gives -10264.8311 eV. Its net charge is 0. For the HOMO-LUMO gap (spin up / spin down), the calculation gives 0.247 / 0.284 Ha. As for the highest occupied orbital energy (spin up / spin down): -7.0 / -7.3 eV. Its energy relative to the best compared isomer or geometry (same formula, charge and spin) is 580.8 kJ/mol.

Positions of all 18 atoms, in Å:
C: 0.77 0.62 1.63
H: -1.85 -2.52 0.25
H: 1.99 1.63 -1.86
N: -1.25 -0.58 -0.26
H: 1.39 -0.28 1.51
H: 0.18 0.57 2.54
H: 1.45 1.48 1.74
C: -1.06 -1.81 0.50
H: 0.88 2.66 -1.06
C: 0.55 0.64 -0.82
H: -2.17 -0.15 -0.17
N: 0.83 -0.60 -1.35
C: -0.55 -0.31 -1.47
H: -1.09 -1.61 1.57
H: -1.13 -0.09 -2.36
N: 1.30 1.75 -1.13
N: -0.13 0.84 0.51
H: -0.09 -2.21 0.24

=====

The following is a quantum chemistry calculation of the molecule C4H10N4 at a distorted geometry, from OMol25.

For the total energy, the calculation gives -10265.2716 eV. Its net charge is 0. The SMILES is [H]/N=C/N=C(NC)NC. For the HOMO-LUMO gap, the calculation gives 0.342 Ha. As for the highest occupied orbital energy: -8.4 eV. Its energy relative to the best compared isomer or geometry (same formula, charge and spin) is 538.3 kJ/mol.

Positions of all 18 atoms, in Å:
H: 3.02 0.81 -1.54
C: 1.90 1.02 -1.41
H: -1.81 -1.15 1.66
C: -0.92 -0.66 2.03
H: 0.65 -2.03 0.70
H: 1.37 0.98 -2.40
H: -3.40 -0.42 -0.91
N: 0.20 -1.16 0.86
N: 1.83 0.12 -0.32
H: 2.76 0.09 0.28
H: -2.35 1.25 -0.70
H: 1.62 2.13 -1.17
N: -0.32 0.51 -0.75
H: -0.17 -1.14 2.81
H: -0.86 0.57 2.37
C: 0.54 -0.27 -0.05
C: -1.72 0.23 -0.77
N: -2.32 -0.89 -0.67

=====

The following is a quantum chemistry calculation of the molecule C4H10N4 at a distorted geometry, from OMol25.

For the total energy, the calculation gives -10270.0204 eV. Its net charge is 0. The SMILES is [H]/N=C(N)\N=C/N(C)C. For the HOMO-LUMO gap, the calculation gives 0.352 Ha. As for the highest occupied orbital energy: -8.7 eV. Its energy relative to the best compared isomer or geometry (same formula, charge and spin) is 80.1 kJ/mol.

Positions of all 18 atoms, in Å:
H: -2.10 -1.98 1.40
H: -2.15 -0.38 2.22
H: -1.58 1.31 1.06
C: -1.49 -1.09 1.72
H: -0.74 -1.40 2.48
N: -0.09 1.64 -0.24
C: -0.78 0.87 0.48
C: 0.11 -1.34 -0.10
H: 1.79 1.25 -2.77
H: 0.22 1.91 -2.65
H: 2.37 0.99 0.48
N: -0.88 -0.51 0.57
N: 2.25 0.89 -0.53
H: 1.09 -1.27 0.44
H: 0.20 -1.04 -1.21
C: 1.11 1.27 -0.96
H: -0.23 -2.40 -0.09
N: 0.90 1.29 -2.31

=====

The following is a quantum chemistry calculation of the molecule C4H10N4 at a distorted geometry, from OMol25.

For the total energy, the calculation gives -10268.2474 eV. Its net charge is 0. The SMILES is CC1=NN(N)[C@]1(C)N. For the HOMO-LUMO gap, the calculation gives 0.347 Ha. As for the highest occupied orbital energy: -8.5 eV. Its energy relative to the best compared isomer or geometry (same formula, charge and spin) is 251.2 kJ/mol.

Positions of all 18 atoms, in Å:
H: -0.38 -2.22 1.60
H: -1.99 0.17 -0.29
C: 0.39 -1.00 0.05
C: 0.54 -2.11 1.01
N: 0.56 0.47 -1.27
H: 0.74 -3.03 0.47
H: 0.45 1.27 -3.06
N: 0.89 1.32 1.03
N: -0.17 1.09 -2.28
H: -0.97 0.54 -2.59
H: 1.88 1.14 0.90
C: 0.09 0.49 0.20
H: -1.69 0.70 1.37
H: -1.54 1.86 0.03
C: -1.38 0.82 0.34
H: 1.36 -1.91 1.70
H: 0.61 1.31 2.00
N: 0.62 -0.94 -1.22

=====

The following is a quantum chemistry calculation of the molecule C4H10N4 at a distorted geometry, from OMol25.

For the total energy, the calculation gives -10265.6095 eV. Its net charge is 0. For the HOMO-LUMO gap (spin up / spin down), the calculation gives 0.347 / 0.257 Ha. As for the highest occupied orbital energy (spin up / spin down): -8.6 / -6.6 eV. Its energy relative to the best compared isomer or geometry (same formula, charge and spin) is 505.7 kJ/mol.

Positions of all 18 atoms, in Å:
C: 0.95 0.12 0.00
H: 2.40 1.58 -0.63
H: -0.87 -1.45 -1.08
C: 0.85 -1.21 0.16
N: -1.22 -2.03 0.96
H: -0.15 -2.96 -0.56
H: -0.12 1.54 -1.13
N: -1.31 0.78 0.30
H: 1.67 -1.75 0.62
C: 2.17 0.96 0.24
H: -3.14 1.46 0.24
H: 3.04 0.33 0.44
N: -0.20 0.84 -0.40
N: -2.37 1.26 -0.38
H: -1.15 -1.13 1.42
H: -2.20 1.98 -1.08
H: 2.03 1.64 1.09
C: -0.39 -1.95 -0.21

=====

The following is a quantum chemistry calculation of a structure of composition C4H10N4 at a distorted geometry, from OMol25.

For the total energy, the calculation gives -10260.3752 eV. Its net charge is 0. For the HOMO-LUMO gap, the calculation gives 0.320 Ha. As for the highest occupied orbital energy: -8.7 eV. Its energy relative to the best compared isomer or geometry (same formula, charge and spin) is 1010.7 kJ/mol.

Positions of all 18 atoms, in Å:
H: 1.22 0.49 2.08
N: -2.14 -0.28 0.51
C: -1.71 -1.07 -0.63
C: 0.23 0.97 -0.59
N: 0.76 -0.40 1.33
H: -0.92 -1.69 -0.15
N: -0.83 1.54 -0.28
H: 1.99 -1.40 -1.07
H: 2.56 1.01 -0.93
H: -0.43 -0.21 1.53
H: 0.40 0.99 -1.73
H: 2.99 -0.23 1.03
N: 1.01 0.14 0.00
H: -1.05 -0.64 -1.71
H: -1.94 1.62 1.29
H: -2.80 -1.57 -1.02
C: -1.69 0.91 0.60
C: 2.33 -0.18 -0.26

=====

The following is a quantum chemistry calculation of the molecule C4H10N4O2S at a distorted geometry, from OMol25.

For the total energy, the calculation gives -25200.4496 eV. Its net charge is 0. The SMILES is [H]/N=C(\N)N[C@](N)(CS)C(=O)O. For the HOMO-LUMO gap, the calculation gives 0.346 Ha. As for the highest occupied orbital energy: -8.9 eV. Its energy relative to the best compared isomer or geometry (same formula, charge and spin) is 34.8 kJ/mol.

Positions of all 21 atoms, in Å:
O: 2.34 1.75 -0.43
S: -0.52 -1.20 -2.57
N: -2.00 -1.26 1.66
N: -0.73 0.40 0.62
C: -0.78 -0.75 1.41
H: -0.92 2.34 -1.12
N: -0.28 1.55 -1.41
C: 0.25 0.67 -0.37
H: 1.64 -0.38 -1.78
N: 0.32 -1.15 1.74
O: 1.80 1.13 1.61
H: -2.01 -2.21 1.92
H: -1.56 0.88 0.41
H: 0.86 -1.59 -0.66
H: 0.58 2.00 -1.94
C: 1.54 1.21 0.28
H: -0.45 -0.14 -3.49
H: 0.60 -1.96 2.32
H: -2.66 -1.01 0.97
C: 0.72 -0.65 -1.25
H: 1.28 0.40 2.06

=====

The following is a quantum chemistry calculation of the ion C4H10N5 with charge +1 at a distorted geometry, from OMol25.

For the total energy, the calculation gives -11749.0943 eV. Its net charge is +1. The SMILES is CC(C)/N=[N+](\N)N=C=N. For the HOMO-LUMO gap, the calculation gives 0.352 Ha. As for the highest occupied orbital energy: -14.5 eV. Its energy relative to the best compared isomer or geometry (same formula, charge and spin) is 664.0 kJ/mol.

Positions of all 19 atoms, in Å:
N: -1.12 -0.73 0.42
N: -0.28 0.18 0.23
C: -2.92 0.40 -0.33
H: 2.24 0.88 -1.93
C: 1.33 0.52 -1.45
H: 0.20 -2.27 0.91
N: -3.25 1.38 -0.91
C: 1.90 0.65 1.12
H: -3.81 1.90 -1.50
C: 1.12 -0.02 0.01
H: 1.84 1.74 1.16
N: -0.77 -1.93 1.00
H: 3.04 0.40 1.18
H: 0.47 1.23 -1.65
N: -2.44 -0.60 0.21
H: 1.31 -1.04 0.13
H: -1.50 -2.58 1.24
H: 1.09 -0.40 -1.99
H: 1.56 0.30 2.13

=====

The following is a quantum chemistry calculation of the ion C4H10NO with charge -1 at a distorted geometry, from OMol25.

For the total energy, the calculation gives -7845.8790 eV. Its net charge is -1. The SMILES is CCCNC[O-]. For the HOMO-LUMO gap, the calculation gives 0.216 Ha. As for the highest occupied orbital energy: -2.1 eV. Its energy relative to the best compared isomer or geometry (same formula, charge and spin) is 159.9 kJ/mol.

Positions of all 16 atoms, in Å:
O: -2.56 -2.22 -0.75
C: 0.77 0.64 -0.34
C: 1.33 2.07 0.19
H: -0.03 0.86 -1.00
H: 1.58 0.02 -0.72
H: 2.14 1.89 0.85
N: -0.95 -1.16 0.58
C: -1.27 -1.90 -0.78
H: 0.70 -0.74 1.48
H: -0.64 -2.85 -0.85
H: -1.06 -1.33 -1.70
H: 1.79 2.58 -0.67
C: 0.12 -0.13 0.83
H: -1.93 -0.76 0.78
H: 0.45 2.50 0.59
H: -0.43 0.53 1.51